{
  "formula": "C24H43Cl2FeN4O4SeSi",
  "method": "ωB97M-V/def2-TZVPD",
  "symbols": ["C", "C", "H", "H", "H", "C", "C", "H", "H", "H", "H", "Fe", "Cl", "C", "O", "N", "C", "C", "H", "H", "H", "H", "H", "H", "H", "H", "H", "C", "C", "N", "H", "C", "O", "H", "H", "H", "H", "H", "H", "C", "C", "N", "H", "C", "O", "H", "H", "H", "H", "O", "C", "C", "C", "H", "C", "H", "C", "H", "C", "C", "H", "H", "H", "Si", "Cl", "C", "C", "C", "H", "H", "H", "H", "H", "H", "H", "H", "H", "Se", "C", "N"],
  "positions_angstrom": [[2.350, 3.106, 0.151], [1.077, 3.132, 0.925], [2.271, 3.685, -0.778], [2.594, 2.076, -0.108], [3.177, 3.521, 0.745], [0.376, 4.256, 1.152], [0.687, 5.590, 0.553], [-0.452, 4.272, 1.864], [1.388, 5.517, -0.295], [1.126, 6.284, 1.295], [-0.239, 6.069, 0.187], [0.179, -1.037, -0.175], [2.394, -1.291, 0.363], [-1.976, -0.963, 2.181], [-2.106, -0.882, 0.942], [-2.965, -1.229, 3.050], [-4.330, -1.441, 2.595], [-2.753, -1.235, 4.495], [-1.005, -0.820, 2.671], [-4.335, -1.585, 1.508], [-4.970, -0.584, 2.866], [-4.733, -2.326, 3.108], [-1.680, -1.194, 4.700], [-3.203, -2.141, 4.927], [-3.224, -0.361, 4.969], [-1.047, -5.527, -0.317], [1.888, -5.811, -0.327], [-0.818, -5.359, -1.380], [1.687, -5.602, -1.396], [0.501, -4.737, -1.518], [-1.568, -4.680, -1.803], [0.614, -3.410, -1.588], [-0.349, -2.624, -1.343], [2.549, -5.073, -1.838], [1.601, -3.014, -1.930], [-0.784, -6.320, -1.901], [1.491, -6.537, -1.945], [0.234, 2.797, -1.639], [-2.210, 3.673, -0.306], [-0.569, 2.602, -2.373], [-2.650, 3.168, -1.184], [-1.772, 2.134, -1.705], [-0.219, 1.842, -3.077], [-1.923, 0.832, -1.400], [-1.079, -0.036, -1.704], [-3.601, 2.713, -0.898], [-2.854, 0.618, -0.841], [-0.797, 3.531, -2.904], [-2.819, 3.919, -1.968], [0.245, 1.054, 0.358], [0.592, 1.793, 1.438], [-1.832, 2.133, 2.211], [-0.496, 1.904, 2.517], [-2.136, 2.150, 1.164], [-2.752, 2.387, 3.240], [1.477, 1.388, 1.967], [-0.101, 1.744, 3.842], [-3.797, 2.607, 3.002], [-2.328, 2.337, 4.578], [-1.002, 1.997, 4.876], [0.935, 1.462, 4.043], [-3.044, 2.513, 5.395], [-0.666, 1.929, 5.920], [3.244, -0.802, -3.690], [2.192, 0.546, -2.374], [1.955, -1.281, -4.976], [4.059, -2.113, -2.653], [4.735, -0.191, -4.682], [0.931, -1.264, -4.569], [2.156, -2.286, -5.384], [2.037, -0.561, -5.811], [4.436, 0.552, -5.433], [5.159, -1.062, -5.219], [5.513, 0.212, -4.021], [3.626, -2.213, -1.649], [5.113, -1.823, -2.529], [4.040, -3.067, -3.190], [0.185, -5.420, 1.865], [0.197, -3.663, 1.648], [0.175, -2.483, 1.511]],
  "lowdin_charge": [-0.0661, -0.2430, 0.0658, 0.0338, 0.0899, -0.1356, -0.1159, 0.0976, 0.0593, 0.0701, 0.0635, 0.4804, 0.0217, -0.3241, -0.0495, -0.1674, -0.0437, -0.0480, 0.1176, 0.0877, 0.0862, 0.0836, 0.0929, 0.0857, 0.0751, -0.0128, 0.0343, -0.0714, -0.0541, -0.1722, 0.0917, -0.2874, -0.1179, 0.0832, 0.1098, 0.0812, 0.0826, 0.0702, 0.0792, -0.0519, -0.0617, -0.1643, 0.0579, -0.2915, -0.0950, 0.0866, 0.1364, 0.0827, 0.0833, -0.2878, -0.4468, -0.0529, -0.1825, 0.0918, -0.0851, 0.1247, -0.0382, 0.0964, -0.1298, -0.1032, 0.1173, 0.0940, 0.0982, 0.1980, 0.3560, -0.2220, -0.2440, -0.2234, 0.0260, 0.0289, 0.0264, 0.0195, 0.0385, 0.0269, -0.0615, 0.0338, 0.0277, 0.5029, -0.8818, -0.0646],
  "e_above_lowest_kj_mol": 96.3,
  "gap_ev": [7.1, 6.8],
  "charge": -1,
  "s2": 6.009,
  "multiplicity": 5,
  "max_force_ev_per_a": 3.52
}